Entry 1:
3 unconnected molecules or ions with the total composition C4H15N2O2. Source: the Open Molecules 2025 dataset; level of theory: the ωB97M-V functional and the def2-TZVPD basis.

Values from the calculation:
E_LUMO in eV: -2.86
Total charge: +1
Energy above the lowest of the compared OMol25 structures with the same formula, charge and spin in kcal per mole: 33.4

Cartesian coordinates (Å):
O1 -1.39 1.30 2.46
O2 -0.40 -3.01 1.26
N1 -1.40 -0.50 -0.57
N2 1.29 -0.94 -1.40
C1 2.27 0.70 0.08
C2 1.36 0.35 -0.82
C3 0.22 1.25 -1.25
C4 -1.11 0.94 -0.60
H1 -2.38 -0.75 -0.66
H2 2.11 -1.52 -1.28
H3 -1.89 1.51 -1.10
H4 -0.93 -3.05 2.09
H5 -0.80 -1.02 -1.22
H6 2.23 1.60 0.67
H7 -1.15 1.49 0.34
H8 -1.57 2.24 2.65
H9 0.59 2.29 -1.20
H10 -0.72 1.17 3.15
H11 3.08 0.04 0.37
H12 0.43 -3.40 1.50
H13 0.16 1.20 -2.35
H14 1.19 -0.85 -2.41
H15 -1.18 -1.04 0.29

Atom charges from the Mulliken analysis, given in e for atoms 1 to 4: O -0.657; O -0.640; N -0.167; N -0.605

Entry 2:
2 unconnected molecules or ions with the total composition C4H15N2O2. Source: the Open Molecules 2025 dataset; level of theory: the ωB97M-V functional and the def2-TZVPD basis.

Values from the calculation:
E_LUMO in eV: -3.01
Total charge: +1
Energy above the lowest of the compared OMol25 structures with the same formula, charge and spin in kcal per mole: 45.8

Cartesian coordinates (Å):
O1 -2.23 0.60 -2.70
O2 2.43 0.66 -0.14
N1 -1.45 -0.43 2.13
N2 0.34 1.63 1.29
C1 -0.98 -0.54 0.73
C2 1.14 0.00 -0.44
C3 1.37 -1.43 -1.16
C4 0.39 0.12 0.86
H1 0.92 -0.38 1.65
H2 -3.19 0.73 -2.66
H3 -1.89 0.78 -3.58
H4 1.10 2.12 0.70
H5 -1.06 -0.97 2.88
H6 -0.59 2.10 1.27
H7 -0.72 -1.60 0.45
H8 -2.41 -0.83 2.22
H9 2.19 -1.51 -1.85
H10 0.40 -1.47 -1.71
H11 0.60 1.79 2.30
H12 0.71 0.70 -1.15
H13 3.16 0.31 -0.66
H14 -1.74 -0.17 -0.03
H15 1.49 -2.24 -0.40

Atom charges from the Mulliken analysis, given in e for atoms 1 to 4: O -0.607; O -0.594; N -0.602; N -0.303

Entry 3:
3 unconnected molecules or ions with the total composition C4H15N2O2. Source: the Open Molecules 2025 dataset; level of theory: the ωB97M-V functional and the def2-TZVPD basis.

Values from the calculation:
E_LUMO in eV: -2.58
Total charge: +1
Energy above the lowest of the compared OMol25 structures with the same formula, charge and spin in kcal per mole: 20.6

Cartesian coordinates (Å):
O1 0.06 -1.36 -2.69
O2 2.40 -2.36 -1.67
N1 -1.27 -0.41 -0.47
N2 -0.08 0.12 1.96
C1 -0.96 1.03 -0.80
C2 0.11 1.49 1.53
C3 0.29 -0.21 3.12
C4 -0.89 1.92 0.42
H1 -0.89 -0.60 0.48
H2 -0.85 -1.04 -1.20
H3 0.20 -0.97 -3.57
H4 -0.07 2.19 2.36
H5 1.12 1.74 1.23
H6 0.98 -1.50 -2.37
H7 -1.85 1.98 0.91
H8 -2.25 -0.69 -0.49
H9 -0.54 2.87 0.03
H10 0.19 -1.22 3.48
H11 2.11 -3.16 -1.20
H12 3.25 -2.64 -2.03
H13 -1.72 1.34 -1.52
H14 0.70 0.52 3.83
H15 -0.03 0.94 -1.33

Atom charges from the Mulliken analysis, given in e for atoms 1 to 4: O -0.721; O -0.678; N -0.171; N -0.332

Entry 4:
3 unconnected molecules or ions with the total composition C4H15N2O2. Source: the Open Molecules 2025 dataset; level of theory: the ωB97M-V functional and the def2-TZVPD basis.

Values from the calculation:
E_LUMO in eV: -9.06
Total charge: +1
Energy above the lowest of the compared OMol25 structures with the same formula, charge and spin in kcal per mole: 194.9

Cartesian coordinates (Å):
O1 -0.12 1.72 -1.31
O2 -2.41 0.68 -0.59
N1 0.46 1.37 1.46
N2 0.93 -1.73 -0.84
C1 1.34 -0.55 -0.06
C2 -0.11 -1.27 -1.76
C3 0.24 -0.85 2.34
C4 0.31 -0.05 1.04
H1 -0.66 0.11 0.46
H2 0.78 -2.46 -0.21
H3 -0.33 -0.15 2.97
H4 1.25 -0.89 2.80
H5 2.33 -0.59 0.46
H6 0.46 2.09 0.73
H7 -1.68 1.27 -0.90
H8 1.44 0.42 -0.69
H9 -0.28 -1.84 2.14
H10 -0.20 2.20 -2.13
H11 -0.44 -2.17 -2.32
H12 -1.00 -0.97 -1.17
H13 0.33 -0.34 -2.20
H14 -3.15 1.33 -0.67
H15 1.02 1.61 2.19

Atom charges from the Mulliken analysis, given in e for atoms 1 to 4: O -0.695; O -0.645; N -0.391; N -0.066

Entry 5:
3 unconnected molecules or ions with the total composition C4H15N2O2. Source: the Open Molecules 2025 dataset; level of theory: the ωB97M-V functional and the def2-TZVPD basis.

Values from the calculation:
E_LUMO in eV: -2.97
Total charge: +1
Energy above the lowest of the compared OMol25 structures with the same formula, charge and spin in kcal per mole: 80.5

Cartesian coordinates (Å):
O1 -2.39 1.21 -4.20
O2 2.85 -3.20 1.63
N1 -0.91 2.87 1.59
N2 1.66 -0.76 0.23
C1 -0.79 -0.65 0.18
C2 0.47 -0.97 -0.73
C3 -0.75 0.50 1.11
C4 -0.58 1.76 0.72
H1 -0.17 2.16 -0.21
H2 0.53 -0.34 -1.72
H3 -1.20 -1.61 0.70
H4 3.68 -3.45 1.39
H5 1.54 -0.01 1.01
H6 1.99 -1.57 0.65
H7 -1.12 0.14 2.27
H8 -3.16 1.70 -4.67
H9 2.64 -3.48 2.42
H10 -1.17 2.66 2.56
H11 -1.66 -0.54 -0.46
H12 0.17 -2.05 -0.89
H13 -2.85 0.36 -3.95
H14 2.39 -0.32 -0.29
H15 -0.53 3.72 1.35

Atom charges from the Mulliken analysis, given in e for atoms 1 to 4: O -0.656; O -0.593; N -0.446; N -0.211

Entry 6:
3 unconnected molecules or ions with the total composition C4H15N2O2. Source: the Open Molecules 2025 dataset; level of theory: the ωB97M-V functional and the def2-TZVPD basis.

Values from the calculation:
E_LUMO (alpha / beta) in eV: -9.02 / -13.00
Spin multiplicity: 2
Total charge: +2
Energy above the lowest of the compared OMol25 structures with the same formula, charge and spin in kcal per mole: 71.8

Cartesian coordinates (Å):
O1 -2.45 -2.70 -0.33
O2 -2.92 -0.89 1.57
N1 1.75 1.81 -0.35
N2 0.50 -0.46 -1.74
C1 0.85 -0.19 0.86
C2 2.51 2.72 -0.72
C3 1.46 1.31 0.99
C4 -0.09 -0.43 -0.32
H1 0.74 1.94 1.54
H2 -0.49 -1.46 -0.33
H3 0.78 -1.42 -1.94
H4 -3.28 -2.63 -0.83
H5 0.51 -0.55 1.83
H6 2.94 3.64 -0.23
H7 1.66 -0.93 0.85
H8 -0.16 -0.18 -2.46
H9 -2.47 -1.82 0.10
H10 2.43 1.23 1.51
H11 -3.56 -1.45 2.02
H12 -2.78 -0.06 2.02
H13 -0.90 0.29 -0.34
H14 1.31 0.19 -1.69
H15 2.69 2.82 -1.80

Atom charges from the Mulliken analysis, given in e for atoms 1 to 4: O -0.643; O -0.622; N -0.003; N -0.169

Entry 7:
3 unconnected molecules or ions with the total composition C4H15N2O2. Source: the Open Molecules 2025 dataset; level of theory: the ωB97M-V functional and the def2-TZVPD basis.

Values from the calculation:
E_LUMO (alpha / beta) in eV: -10.41 / -12.72
Spin multiplicity: 2
Total charge: +2
Energy above the lowest of the compared OMol25 structures with the same formula, charge and spin in kcal per mole: 133.5

Cartesian coordinates (Å):
O1 1.11 2.92 0.28
O2 -3.53 0.50 1.88
N1 0.05 0.67 1.78
N2 0.46 -2.57 -1.81
C1 -0.64 0.35 0.52
C2 0.15 0.39 -0.77
C3 1.44 -0.37 -0.91
C4 1.25 -1.90 -0.77
H1 -1.46 1.07 0.42
H2 0.59 1.55 1.66
H3 0.80 -2.12 0.20
H4 0.75 2.18 -0.33
H5 -0.45 -2.10 -1.97
H6 -1.15 -0.68 0.68
H7 1.97 -0.12 -1.87
H8 -3.56 0.88 2.73
H9 -0.51 0.44 -1.71
H10 0.62 -0.05 2.16
H11 0.95 -2.69 -2.68
H12 1.21 3.74 -0.27
H13 2.28 -2.34 -0.72
H14 2.13 -0.05 -0.14
H15 -4.44 0.28 1.63

Atom charges from the Mulliken analysis, given in e for atoms 1 to 4: O -0.639; O -0.593; N 0.028; N -0.186

Entry 8:
3 unconnected molecules or ions with the total composition C4H15N2O3. Source: the Open Molecules 2025 dataset; level of theory: the ωB97M-V functional and the def2-TZVPD basis.

Values from the calculation:
E_LUMO in eV: 4.01
Total charge: -1
Energy above the lowest of the compared OMol25 structures with the same formula, charge and spin in kcal per mole: 29.7

Cartesian coordinates (Å):
O1 -1.21 2.43 1.94
O2 -0.86 0.23 0.68
O3 0.46 0.44 2.99
N1 1.72 1.49 -0.61
N2 1.24 -0.98 -0.96
C1 -1.56 -0.91 0.35
C2 -1.25 -1.47 -1.10
C3 2.21 0.13 -1.17
C4 0.00 -0.81 -1.74
H1 1.02 -0.94 0.03
H2 -1.47 -1.76 1.15
H3 -0.96 2.00 2.76
H4 -1.28 -2.61 -1.00
H5 -2.11 -1.36 -1.78
H6 0.87 1.69 -1.10
H7 2.99 -0.18 -0.47
H8 -1.23 1.61 1.34
H9 -2.65 -0.52 0.10
H10 2.45 0.24 -2.21
H11 0.21 1.27 2.57
H12 1.50 1.28 0.33
H13 -0.12 -0.18 2.54
H14 -0.21 0.24 -1.97
H15 0.24 -1.31 -2.70

Atom charges from the Mulliken analysis, given in e for atoms 1 to 4: O -0.789; O -0.853; O -0.692; N -0.755

Entry 9:
2 unconnected molecules or ions with the total composition C4H15N3O. Source: the Open Molecules 2025 dataset; level of theory: the ωB97M-V functional and the def2-TZVPD basis.

Values from the calculation:
E_LUMO in eV: 0.85
Structure (SMILES): NCCNCCN.O
Total charge: 0
Energy above the lowest of the compared OMol25 structures with the same formula, charge and spin in kcal per mole: 25.5

Cartesian coordinates (Å):
O1 -1.96 1.00 0.72
N1 0.95 -0.44 -0.44
N2 -0.91 1.37 -2.00
N3 -1.11 -1.72 1.81
C1 0.83 -0.27 1.02
C2 0.50 1.16 -2.30
C3 1.44 0.75 -1.17
C4 0.37 -1.58 1.65
H1 -1.43 -2.41 1.14
H2 0.92 -1.90 2.52
H3 -1.04 1.86 -1.13
H4 0.91 1.97 -2.89
H5 -1.44 0.53 -1.86
H6 -1.35 -2.10 2.72
H7 0.62 -2.30 0.88
H8 0.23 0.58 1.33
H9 0.03 -0.63 -0.82
H10 2.41 0.50 -1.61
H11 -2.19 1.72 1.30
H12 1.65 1.55 -0.45
H13 0.47 0.28 -2.95
H14 -1.77 0.18 1.21
H15 1.87 -0.09 1.32

Atom charges from the Mulliken analysis, given in e for atoms 1 to 4: O -0.627; N -0.355; N -0.622; N -0.602

Entry 10:
2 unconnected molecules or ions with the total composition C4H15N3O. Source: the Open Molecules 2025 dataset; level of theory: the ωB97M-V functional and the def2-TZVPD basis.

Values from the calculation:
E_LUMO in eV: 0.70
Structure (SMILES): NCC[C@H](N)CN.O
Total charge: 0
Energy above the lowest of the compared OMol25 structures with the same formula, charge and spin in kcal per mole: 51.6

Cartesian coordinates (Å):
O1 3.96 1.16 -6.12
N1 -0.71 0.51 3.86
N2 -0.20 -2.04 0.21
N3 -2.31 -0.19 -1.10
C1 0.36 0.07 1.58
C2 -0.59 -0.76 0.69
C3 -0.32 0.99 2.52
C4 -0.96 0.13 -0.55
H1 1.06 -0.52 2.07
H2 4.61 1.45 -5.34
H3 0.30 -2.85 0.63
H4 3.04 1.20 -5.85
H5 -1.51 -0.99 1.31
H6 -2.87 -0.15 -0.18
H7 -2.30 -1.13 -1.49
H8 -1.16 1.20 -0.30
H9 0.01 0.24 4.53
H10 0.99 0.55 0.84
H11 -0.05 -2.04 -0.86
H12 -1.40 -0.28 3.83
H13 -0.13 0.15 -1.33
H14 0.46 1.76 2.74
H15 -1.14 1.59 2.15

Atom charges from the Mulliken analysis, given in e for atoms 1 to 4: O -0.659; N -0.589; N -0.485; N -0.644